Record 1
Entry from the OMol25 dataset: a single C10H12N2 molecule at a distorted geometry (ωB97M-V with the def2-TZVPD basis set).

```
! wB97M-V def2-TZVPD RIJCOSX def2/J DEFGRID3
* xyz 0 1
C -0.370 0.820 -1.129
C 0.367 0.390 -0.103
C 0.223 1.177 1.084
N -0.186 2.456 1.212
C -0.175 2.764 2.547
C 0.305 1.644 3.270
N 0.648 0.686 2.325
C 0.720 -1.092 0.050
C 0.977 -1.709 -1.299
C -0.195 -1.477 -2.135
C -1.502 -1.185 -1.596
C -0.683 -0.037 -2.169
H -0.773 1.831 -1.092
H -0.317 3.827 2.803
H 0.568 1.537 4.256
H 0.769 -0.275 2.681
H -0.085 -1.657 0.464
H 1.708 -1.270 0.702
H 1.796 -1.196 -1.859
H 1.155 -2.808 -1.284
H -0.109 -2.077 -3.122
H -1.522 -1.189 -0.495
H -2.302 -1.743 -1.998
H -1.016 0.582 -3.111
*
```

Computed properties:
Electronic energy, a.u.: -497.66572
Relative energy (zero: lowest compared OMol25 entry of this formula, charge and spin), kcal/mol: 60.6
SMILES: C1=C(c2ncc[nH]2)CC[C@H]2C[C@@H]12
Orbital gap, eV: 8.18
Largest force on an atom, eV/Å: 5.32

Atomic partial charges in e from the natural (NBO) method, atoms 1 to 2: number 1, C, carries -0.0996; number 2, C, carries -0.1196



Record 2
Entry from the OMol25 dataset: a single C2HNO4 molecule at a distorted geometry (ωB97M-V with the def2-TZVPD basis set).

```
! wB97M-V def2-TZVPD RIJCOSX def2/J DEFGRID3
* xyz 0 1
C 0.919 0.995 0.701
C -0.403 0.126 0.540
N -0.333 -0.757 -0.384
O 0.707 -1.566 -0.335
O 1.674 1.839 0.612
O -1.346 -0.681 -1.281
O 0.792 -0.011 1.408
H -2.009 0.056 -1.260
*
```

Computed properties:
Electronic energy, a.u.: -432.24488
Relative energy (zero: lowest compared OMol25 entry of this formula, charge and spin), kcal/mol: 168.3
Orbital gap (spin up / spin down), eV: 8.62 / 8.62
Largest force on an atom, eV/Å: 5.24

Atomic partial charges in e from the natural (NBO) method, atoms 1 to 2: number 1, C, carries 0.8482; number 2, C, carries 0.0346



Record 3
Entry from the OMol25 dataset: a molecular structure, C30H33ClIrN8O4S4 at a distorted geometry (ωB97M-V with the def2-TZVPD basis set).

```
! wB97M-V def2-TZVPD RIJCOSX def2/J DEFGRID3
* xyz 0 2
Ir 0.345 0.188 0.536
C -0.764 0.514 -3.883
C -0.399 -0.133 -2.563
N -0.391 0.569 -1.433
N -0.825 1.861 -1.497
C -1.195 2.614 -0.443
N -1.615 3.878 -0.721
S -1.288 2.070 1.141
C -0.160 -1.529 -2.571
C -0.816 -2.360 -3.511
C -1.005 -3.692 -3.277
C -0.543 -4.247 -2.057
C 0.249 -3.484 -1.271
N 0.558 -2.189 -1.568
H -0.282 1.487 -3.985
H -1.842 0.638 -4.000
H -0.400 -0.092 -4.705
H -0.987 2.261 -2.416
H -1.293 4.350 -1.551
H -1.768 4.462 0.086
H -1.260 -1.916 -4.386
H -1.540 -4.306 -3.983
H -0.790 -5.257 -1.783
H 0.720 -3.864 -0.377
C 0.840 -0.930 4.549
O 0.397 -0.672 3.227
C 1.206 -0.235 2.278
C 2.637 0.032 2.665
H 1.758 -1.521 4.545
H 0.045 -1.497 5.024
H 0.986 -0.002 5.106
H 2.714 0.541 3.628
H 3.124 0.643 1.912
H 3.185 -0.913 2.751
S -1.351 -1.599 0.708
C -1.416 -2.378 2.186
N -0.732 -3.550 2.448
C -1.362 -4.402 3.438
C -2.067 -3.479 4.426
S -2.505 -1.966 3.487
H -0.414 -4.017 1.608
H -0.593 -4.996 3.940
H -2.085 -5.087 2.972
H -1.413 -3.189 5.249
H -2.979 -3.916 4.825
Cl 2.800 -1.186 -4.017
C 3.345 -2.539 -3.082
C 4.217 -3.445 -3.663
C 4.682 -4.517 -2.922
C 4.292 -4.670 -1.602
C 3.421 -3.760 -1.033
C 2.918 -2.689 -1.764
C 1.891 -1.761 -1.163
H 4.540 -3.305 -4.682
H 5.359 -5.225 -3.372
H 4.670 -5.494 -1.017
H 3.121 -3.875 -0.001
H 1.971 -1.778 -0.066
H 2.066 -0.748 -1.516
O 6.117 8.973 1.207
S 4.754 8.568 0.984
O 4.080 7.970 2.109
O 3.941 9.421 0.143
C 4.954 7.142 -0.246
N 5.800 7.399 -1.191
C 5.838 6.418 -2.131
C 5.044 5.310 -2.058
C 4.184 5.136 -0.937
N 4.181 6.160 -0.017
C 3.369 4.023 -0.661
C 3.160 2.935 -1.549
C 2.352 1.901 -1.183
N 1.743 1.787 0.020
C 1.928 2.829 0.876
C 2.677 3.925 0.579
H 6.544 6.584 -2.933
H 5.083 4.559 -2.830
H 3.627 2.915 -2.522
H 2.169 1.109 -1.900
H 1.411 2.749 1.823
H 2.791 4.730 1.284
*
```

Computed properties:
<S²>: 0.81
Electronic energy, a.u.: -4059.09413
Relative energy (zero: lowest compared OMol25 entry of this formula, charge and spin), kcal/mol: 51.3
Orbital gap (spin up / spin down), eV: 5.08 / 4.83
Largest force on an atom, eV/Å: 5.33

Atomic partial charges in e from the Mulliken method, atoms 1 to 2: number 1, Ir, carries 0.9800; number 2, C, carries -2.3353



Record 4
Entry from the OMol25 dataset: a gas-phase ion, C29H55Br2NO4PS (charge +1) at a distorted geometry (ωB97M-V with the def2-TZVPD basis set).

```
! wB97M-V def2-TZVPD RIJCOSX def2/J DEFGRID3
* xyz 1 1
C -0.735 3.775 0.398
C -0.252 2.543 0.406
C 0.783 2.094 -0.595
C 2.083 1.380 -0.111
P 2.110 1.555 1.770
C 2.548 3.330 1.979
O 3.468 0.799 2.319
N 3.274 2.101 -0.790
C 3.927 1.176 -1.795
C 3.742 -0.234 -1.175
C 4.845 -0.295 -0.093
C 6.230 -0.696 -0.611
C 7.095 -1.342 0.494
S 8.593 -0.445 0.775
O 9.180 -0.141 -0.486
O 9.353 -1.118 1.780
O 8.058 0.928 1.396
C 3.813 -1.310 -2.260
Br 3.671 -0.768 -4.082
C 3.970 -2.617 -2.090
C 4.050 -3.631 -3.197
Br 4.150 -3.393 -0.371
C 2.269 -0.045 -0.694
C 1.588 -1.203 0.024
C 0.085 -1.012 0.257
C -0.744 -1.109 -1.028
C -2.131 -0.465 -0.872
C -2.576 0.313 -2.112
C -4.022 0.805 -2.054
C -4.325 1.679 -0.840
C -5.781 2.152 -0.791
C -6.761 1.227 -0.063
C -6.638 1.234 1.462
C -5.525 0.369 2.094
C -5.189 -0.934 1.365
C -6.203 -2.075 1.581
C -5.490 -3.427 1.650
C -4.885 -3.729 3.036
H -0.210 4.598 -0.073
H -1.695 4.015 0.836
H -0.661 1.847 1.126
H 1.029 2.981 -1.185
H 0.260 1.417 -1.274
H 2.984 3.798 1.091
H 3.269 3.431 2.789
H 1.647 3.886 2.223
H 4.235 1.384 2.359
H 3.021 2.952 -1.292
H 3.945 2.437 -0.099
H 3.363 1.340 -2.705
H 4.959 1.488 -1.933
H 4.530 -0.985 0.685
H 4.947 0.671 0.399
H 6.174 -1.407 -1.429
H 6.750 0.184 -0.994
H 6.560 -1.416 1.439
H 7.428 -2.334 0.194
H 8.030 0.816 2.359
H 3.051 -3.801 -3.600
H 4.741 -3.312 -3.974
H 4.406 -4.576 -2.796
H 1.753 0.020 -1.662
H 2.107 -1.480 0.944
H 1.688 -2.068 -0.636
H -0.236 -1.800 0.938
H -0.077 -0.069 0.776
H -0.232 -0.659 -1.883
H -0.866 -2.172 -1.244
H -2.082 0.234 -0.034
H -2.903 -1.197 -0.629
H -1.912 1.174 -2.260
H -2.438 -0.329 -2.987
H -4.190 1.420 -2.942
H -4.697 -0.054 -2.115
H -4.023 1.190 0.085
H -3.683 2.565 -0.929
H -6.127 2.206 -1.829
H -5.860 3.168 -0.401
H -7.760 1.603 -0.299
H -6.724 0.222 -0.489
H -6.434 2.272 1.744
H -7.589 0.991 1.936
H -5.866 0.076 3.090
H -4.608 0.939 2.257
H -4.224 -1.279 1.754
H -5.024 -0.779 0.299
H -6.759 -1.888 2.499
H -6.877 -2.117 0.722
H -6.173 -4.236 1.387
H -4.687 -3.455 0.910
H -5.312 -3.080 3.800
H -5.031 -4.769 3.321
H -3.806 -3.567 3.042
*
```

Computed properties:
Electronic energy, a.u.: -7380.99454
Orbital gap, eV: 9.11
Largest force on an atom, eV/Å: 1.59

Atomic partial charges in e from the Mulliken method, atoms 1 to 2: number 1, C, carries -1.2000; number 2, C, carries 0.1036



Record 5
Entry from the OMol25 dataset: a single C16H26O2 molecule at a distorted geometry (ωB97M-V with the def2-TZVPD basis set).

```
! wB97M-V def2-TZVPD RIJCOSX def2/J DEFGRID3
* xyz 0 1
C -4.136 -1.114 0.524
C -3.777 0.174 -0.135
O -4.698 0.769 -0.680
O -2.478 0.596 -0.031
C -2.232 1.865 -0.638
C -0.693 2.244 -0.667
C -0.536 3.683 -1.160
C 0.230 1.357 -1.518
C 0.557 0.053 -0.864
C -0.022 -1.181 -1.063
C 0.745 -2.168 -0.220
C 2.084 -2.400 -0.957
C 2.737 -1.040 -0.751
C 1.714 -0.207 0.095
C 2.311 1.075 0.763
C 1.148 -1.332 0.982
C -0.050 -0.935 1.887
C 2.149 -1.974 2.022
H -4.675 -0.955 1.428
H -4.723 -1.709 -0.166
H -3.212 -1.670 0.738
H -2.591 1.813 -1.690
H -2.820 2.627 -0.110
H -0.357 2.197 0.359
H -1.075 4.340 -0.459
H -0.964 3.853 -2.151
H 0.526 4.014 -1.214
H 1.165 1.853 -1.718
H -0.218 1.168 -2.499
H -0.900 -1.420 -1.658
H 0.155 -3.084 -0.051
H 1.926 -2.656 -2.018
H 2.628 -3.200 -0.451
H 2.935 -0.602 -1.742
H 3.675 -1.161 -0.219
H 1.565 1.576 1.443
H 3.181 0.797 1.376
H 2.621 1.764 0.004
H -0.473 -1.808 2.360
H -0.868 -0.517 1.336
H 0.257 -0.241 2.683
H 3.138 -2.199 1.632
H 2.296 -1.310 2.868
H 1.757 -2.935 2.332
*
```

Computed properties:
Electronic energy, a.u.: -775.72293
Relative energy (zero: lowest compared OMol25 entry of this formula, charge and spin), kcal/mol: 44.5
SMILES: CC(=O)OC[C@H](C)CC1=C[C@H]2CC[C@]1(C)C2(C)C
Orbital gap, eV: 9.25
Largest force on an atom, eV/Å: 2.91

Atomic partial charges in e from the natural (NBO) method, atoms 1 to 2: number 1, C, carries -0.7097; number 2, C, carries 0.7948



Record 6
Entry from the OMol25 dataset: a molecular structure, C5H9O3Sr at a distorted geometry (ωB97M-V with the def2-TZVPD basis set).

```
! wB97M-V def2-TZVPD RIJCOSX def2/J DEFGRID3
* xyz 1 1
O 1.668 1.035 -1.210
C 1.147 0.320 -0.164
C 2.074 -0.783 0.379
O 1.050 -1.786 0.423
C 0.260 -1.210 -0.597
C -1.167 -1.034 -0.317
O -0.997 0.324 0.617
C -2.132 1.052 0.985
Sr 1.808 2.869 -2.574
H 1.037 1.024 0.683
H 2.492 -0.575 1.373
H 2.867 -1.091 -0.321
H 0.514 -1.423 -1.646
H -1.608 -1.814 0.324
H -1.686 -0.695 -1.228
H -1.925 2.129 0.954
H -2.988 0.902 0.308
H -2.415 0.756 2.010
*
```

Computed properties:
Electronic energy, a.u.: -451.95100
Relative energy (zero: lowest compared OMol25 entry of this formula, charge and spin), kcal/mol: 94.1
Orbital gap, eV: 5.11
Largest force on an atom, eV/Å: 3.95

Atomic partial charges in e from the Mulliken method, atoms 1 to 2: number 1, O, carries -1.0703; number 2, C, carries 0.1009



Record 7
Entry from the OMol25 dataset: a single CH3BrClN molecule (ωB97M-V with the def2-TZVPD basis set).

```
! wB97M-V def2-TZVPD RIJCOSX def2/J DEFGRID3
* xyz 0 1
N 0.288 0.109 0.341
C -0.795 0.593 -0.355
Cl -1.097 2.282 0.041
Br -2.571 -0.461 0.022
H 0.240 0.236 1.344
H 0.559 -0.833 0.093
H -0.690 0.480 -1.433
*
```

Computed properties:
Electronic energy, a.u.: -3128.86324
Relative energy (zero: lowest compared OMol25 entry of this formula, charge and spin), kcal/mol: 0.0
SMILES: N[C@H](Cl)Br
Orbital gap, eV: 10.57
Largest force on an atom, eV/Å: 0.77

Atomic partial charges in e from the natural (NBO) method, atoms 1 to 2: number 1, N, carries -0.8151; number 2, C, carries -0.0206



Record 8
Entry from the OMol25 dataset: a single C4H7ClO2 molecule at a distorted geometry (ωB97M-V with the def2-TZVPD basis set).

```
! wB97M-V def2-TZVPD RIJCOSX def2/J DEFGRID3
* xyz 0 1
C -1.265 0.166 -1.469
O 0.059 0.598 -1.174
C 0.567 0.476 0.080
C 1.139 1.545 0.581
Cl 1.848 1.432 2.186
C 0.378 -0.804 0.857
O -0.046 -1.811 0.012
H -1.521 0.722 -2.366
H -1.982 0.431 -0.700
H -1.403 -0.934 -1.611
H 1.329 2.515 0.170
H -0.275 -0.592 1.696
H 1.312 -1.079 1.273
H -0.139 -2.667 0.466
*
```

Computed properties:
Electronic energy, a.u.: -767.22122
Relative energy (zero: lowest compared OMol25 entry of this formula, charge and spin), kcal/mol: 33.0
SMILES: CO/C(=C/Cl)CO
Orbital gap, eV: 9.33
Largest force on an atom, eV/Å: 1.93

Atomic partial charges in e from the natural (NBO) method, atoms 1 to 2: number 1, C, carries -0.2532; number 2, O, carries -0.5031